(1)
Formula: C3H4BrN2O3
Source: the Open Molecules 2025 dataset
Level of theory: ωB97M-V/def2-TZVPD

Geometry as XYZ:
```
13
Properties=species:S:1:pos:R:3:forces:R:3
C 1.1262 -0.1311 0.0799 -0.6142 0.8442 2.0584
C -0.8344 1.1211 -0.0390 -2.7678 1.5850 -1.7784
C -1.2212 -0.0160 0.9418 3.0513 2.2285 0.5303
N 0.4663 0.7244 -0.5972 0.6571 -0.2648 -1.1821
N 2.0573 -1.0956 -0.1339 -1.9739 0.1325 -2.3986
O 3.2189 -1.0238 -0.2406 2.1694 0.0112 0.5838
O 1.2657 -2.0197 -0.4314 0.2732 -0.8420 0.5104
O -0.1792 -0.4686 1.5174 -2.3108 -0.4124 -1.0238
Br -2.0363 -1.6574 -0.5718 -0.1126 -0.8270 -0.5060
H -1.6836 1.4997 -0.8392 2.3245 -1.8140 1.4044
H -0.7951 2.0885 0.4815 0.5777 -0.4784 0.5944
H -2.1858 0.0668 1.3978 -0.4172 -0.2878 0.5798
H 0.8013 0.9118 -1.5653 -0.8566 0.1250 0.6274
```
Positions in Å, forces in eV/Å.

Calculated total energy = -82323.8803 eV
Total charge = +1
E_LUMO (alpha / beta) = -4.9 / -8.7 eV
Spin multiplicity = 3
Strongest force on any atom = 0.0742 Eh/bohr

(2)
Formula: C3H9N2O
Source: the Open Molecules 2025 dataset
Level of theory: ωB97M-V/def2-TZVPD

Geometry as XYZ:
```
15
Properties=species:S:1:pos:R:3:forces:R:3
C 1.1126 -2.1778 -2.1666 0.1589 -0.1682 -0.0030
C -0.6154 0.7486 1.9383 -2.4964 0.6821 -2.2430
C -0.2016 -0.5802 1.4882 0.5695 -1.0379 5.5989
N -0.0889 1.0085 -1.4919 0.4210 2.2179 -1.0795
N 0.2377 -0.8499 0.3728 2.3261 0.1775 -3.6634
O 1.6871 -2.5707 -3.0422 -0.0089 -0.0142 -0.1723
H -0.4210 1.4919 1.1559 -0.2799 -0.0552 0.2314
H -1.7104 0.7505 2.1950 0.4864 -0.2941 -0.8748
H -0.3369 1.1597 2.8494 1.7310 -0.0152 1.8409
H -0.0719 -1.3323 2.3137 -0.7481 0.2764 -0.9756
H 0.1231 0.9047 -2.4979 -0.5956 -0.7870 0.4604
H 0.3233 1.9611 -1.4363 -0.2929 -0.4838 0.6741
H 0.3666 0.0147 -0.2799 -0.7412 -1.1021 -0.4641
H 0.6964 -1.7179 -0.0083 -1.0564 0.8792 1.0408
H -1.1006 1.1891 -1.3903 0.5265 -0.2754 -0.3709
```
Positions in Å, forces in eV/Å.

Calculated total energy = -8277.2806 eV
Total charge = +1
E_LUMO = -3.9 eV
Spin multiplicity = 1
Strongest force on any atom = 0.1113 Eh/bohr

(3)
Formula: C3H2AgO3
Source: the Open Molecules 2025 dataset
Level of theory: ωB97M-V/def2-TZVPD

Geometry as XYZ:
```
9
Properties=species:S:1:pos:R:3:forces:R:3
O 0.2578 -0.4247 1.7973 -0.5886 0.1843 2.4904
C -0.8885 0.4322 2.0199 2.0936 -1.4592 -2.5322
C -1.2720 0.8506 0.8321 0.3725 -0.8747 -1.3460
O -0.2657 0.1302 -0.2232 -2.0108 1.4063 2.0811
C 0.5421 -0.4914 0.5445 0.4464 1.1632 -0.0047
O 1.6618 -0.9489 0.1197 -0.7924 -0.2362 -0.2027
Ag -0.3979 0.0666 -2.7815 -0.0095 -0.0260 -0.6577
H -2.0933 1.3849 0.3729 0.3489 -0.0123 0.0004
H 2.1996 -1.3407 0.8262 0.1398 -0.1454 0.1714
```
Positions in Å, forces in eV/Å.

Calculated total energy = -13270.5737 eV
Total charge = +1
E_LUMO (alpha / beta) = -4.7 / -8.4 eV
Spin multiplicity = 3
Strongest force on any atom = 0.0699 Eh/bohr

Q: What is the formula in the second record?
A: C3H9N2O

Repeat the second record exactly.
Formula: C3H9N2O
Source: the Open Molecules 2025 dataset
Level of theory: ωB97M-V/def2-TZVPD

Geometry as XYZ:
```
15
Properties=species:S:1:pos:R:3:forces:R:3
C 1.1126 -2.1778 -2.1666 0.1589 -0.1682 -0.0030
C -0.6154 0.7486 1.9383 -2.4964 0.6821 -2.2430
C -0.2016 -0.5802 1.4882 0.5695 -1.0379 5.5989
N -0.0889 1.0085 -1.4919 0.4210 2.2179 -1.0795
N 0.2377 -0.8499 0.3728 2.3261 0.1775 -3.6634
O 1.6871 -2.5707 -3.0422 -0.0089 -0.0142 -0.1723
H -0.4210 1.4919 1.1559 -0.2799 -0.0552 0.2314
H -1.7104 0.7505 2.1950 0.4864 -0.2941 -0.8748
H -0.3369 1.1597 2.8494 1.7310 -0.0152 1.8409
H -0.0719 -1.3323 2.3137 -0.7481 0.2764 -0.9756
H 0.1231 0.9047 -2.4979 -0.5956 -0.7870 0.4604
H 0.3233 1.9611 -1.4363 -0.2929 -0.4838 0.6741
H 0.3666 0.0147 -0.2799 -0.7412 -1.1021 -0.4641
H 0.6964 -1.7179 -0.0083 -1.0564 0.8792 1.0408
H -1.1006 1.1891 -1.3903 0.5265 -0.2754 -0.3709
```
Positions in Å, forces in eV/Å.

Calculated total energy = -8277.2806 eV
Total charge = +1
E_LUMO = -3.9 eV
Spin multiplicity = 1
Strongest force on any atom = 0.1113 Eh/bohr

Q: Which value of spin multiplicity does entry 3 give?
A: 3